{
  "formula": "C21H34Br34O4P",
  "method": "wB97M-V/def2-TZVPD",
  "orbital_gap_ev": 5.5,
  "molar_mass_g_mol": 3098.2,
  "total_charge": -1,
  "total_energy_ev": -2421241.2252,
  "symbols": ["C", "C", "C", "O", "P", "C", "O", "C", "C", "O", "C", "C", "C", "C", "O", "Br", "H", "H", "H", "H", "H", "H", "H", "H", "H", "H", "H", "H", "H", "H", "H", "H", "H", "H", "H", "H", "H", "H", "H", "C", "Br", "Br", "Br", "H", "C", "Br", "Br", "Br", "H", "C", "Br", "Br", "Br", "H", "C", "Br", "Br", "Br", "H", "C", "Br", "Br", "Br", "H", "C", "Br", "Br", "Br", "H", "C", "Br", "Br", "Br", "H", "C", "Br", "Br", "Br", "H", "C", "Br", "Br", "Br", "H", "C", "Br", "Br", "Br", "H", "C", "Br", "Br", "Br", "H"],
  "coordinates": [[-0.55, -0.34, 2.41], [0.95, -0.47, 3.07], [1.83, -1.73, 2.42], [2.35, -1.43, 1.08], [1.84, -2.60, -0.11], [3.61, -2.60, -0.92], [4.57, -1.89, -0.06], [5.95, -2.39, -0.24], [6.57, -2.63, 1.30], [7.84, -1.88, 1.33], [7.88, -0.89, 2.41], [6.74, 0.30, 2.30], [1.24, -1.17, -1.22], [0.36, -1.60, -2.52], [0.49, -2.69, -3.27], [-1.09, -0.30, -3.12], [-1.01, -1.43, 2.37], [-0.53, 0.16, 1.34], [-1.23, 0.39, 3.07], [0.82, -0.59, 4.24], [1.53, 0.56, 2.93], [1.17, -2.69, 2.49], [2.78, -1.83, 3.15], [2.33, -3.66, 0.77], [0.49, -2.69, 0.42], [1.49, -3.63, -1.05], [3.57, -2.19, -2.04], [3.89, -3.75, -1.02], [6.03, -3.42, -0.80], [6.66, -1.62, -0.79], [5.80, -2.33, 2.13], [6.75, -3.80, 1.41], [8.93, -0.33, 2.32], [7.89, -1.39, 3.48], [5.91, 0.03, 3.12], [6.19, 0.32, 1.25], [7.22, 1.33, 2.58], [2.15, -0.46, -1.53], [0.54, -0.48, -0.54], [-3.11, -1.32, 5.55], [-1.93, -2.66, 6.32], [-2.47, 0.49, 5.88], [-3.43, -1.63, 3.66], [-4.08, -1.41, 6.06], [11.02, 1.81, 0.16], [9.25, 1.21, -0.40], [11.71, 3.21, -0.99], [11.04, 2.33, 2.03], [11.69, 0.95, 0.06], [-5.73, 1.36, 2.21], [-7.49, 0.77, 1.65], [-5.03, 2.77, 1.06], [-5.71, 1.89, 4.09], [-5.05, 0.51, 2.11], [8.00, 1.33, -4.16], [6.55, 0.43, -3.24], [9.36, 0.07, -4.78], [7.35, 2.46, -5.61], [8.49, 1.99, -3.44], [-2.55, -6.29, 4.33], [-0.99, -5.26, 3.78], [-4.17, -5.21, 4.30], [-2.75, -7.92, 3.29], [-2.39, -6.59, 5.37], [-4.14, 4.87, -2.83], [-3.59, 4.90, -0.97], [-4.33, 3.05, -3.50], [-5.76, 5.91, -3.12], [-3.35, 5.34, -3.41], [0.83, 4.19, 3.44], [0.10, 5.00, 1.83], [-0.34, 2.81, 4.15], [2.64, 3.53, 3.16], [0.89, 4.98, 4.19], [-3.86, 1.43, -7.59], [-5.61, 1.90, -6.87], [-2.79, 0.44, -6.30], [-4.00, 0.49, -9.28], [-3.33, 2.37, -7.78], [-5.86, -1.73, -4.03], [-4.68, -3.07, -3.27], [-5.21, 0.07, -3.70], [-6.18, -2.05, -5.93], [-6.82, -1.83, -3.53], [-9.14, 2.90, -4.37], [-10.88, 3.36, -3.65], [-8.06, 1.90, -3.08], [-9.28, 1.96, -6.07], [-8.61, 3.84, -4.57], [-11.29, 3.22, 0.62], [-9.44, 3.78, 0.44], [-11.45, 1.29, 0.84], [-12.21, 4.19, 2.03], [-11.79, 3.47, -0.32]],
  "mulliken_charge": [-0.10, 0.08, -0.39, -0.22, 0.05, -0.99, 0.13, -0.21, -0.30, -0.38, -0.15, -0.66, -0.26, 0.55, -0.52, -0.30, 0.04, -0.02, -0.04, 0.23, -0.12, 0.15, 0.12, 0.07, 0.08, 0.12, 0.06, 0.36, 0.29, -0.06, 0.15, 0.25, 0.07, 0.28, 0.29, 0.14, 0.25, 0.33, -0.23, -0.32, -0.04, -0.06, 0.03, 0.41, -0.39, 0.13, -0.07, -0.07, 0.41, -0.13, 0.00, 0.13, -0.03, 0.09, -0.27, 0.06, -0.01, -0.05, 0.22, -0.28, -0.01, -0.03, -0.05, 0.35, -0.52, -0.04, 0.23, -0.06, 0.38, -0.42, -0.01, 0.07, -0.03, 0.33, -0.33, 0.00, 0.01, -0.06, 0.36, -0.32, -0.03, 0.06, -0.05, 0.33, -0.32, -0.09, 0.13, -0.07, 0.36, -0.21, 0.00, -0.04, -0.04, 0.24]
}